Version 1
ORCA calculation (ωB97M-V with the def2-TZVPD basis set) on 2 unconnected molecules or ions with the total composition C9H13NO3.

Structure (ORCA input):
```
! RIJCOSX wB97M-V def2-TZVPD def2/J DEFGRID3
* xyz 0 1
C -1.962 -2.469 -1.604
C -1.513 -1.371 -1.631
C -0.784 -0.130 -1.693
C -1.028 0.689 -2.959
C 0.104 0.326 -0.804
O 0.862 1.466 -1.038
N 0.428 -0.348 0.375
C -0.632 -0.931 1.229
C 1.755 -0.496 0.739
C 1.983 -1.248 2.033
O 2.693 0.032 0.158
H -2.440 -3.355 -1.660
H -1.615 0.031 -3.673
H -1.647 1.705 -2.787
H -0.162 1.058 -3.395
H 1.858 1.136 -0.867
H -1.647 -0.792 0.840
H -0.436 -1.968 1.384
H -0.600 -0.410 2.109
H 1.501 -0.583 2.838
H 3.016 -1.351 2.355
H 1.559 -2.203 1.956
C -0.269 3.243 0.393
O -0.735 2.246 0.780
H -0.760 3.781 -0.449
H 0.719 3.714 0.834
*
```

Output
SMILES: C#C/C(C)=C(/O)N(C)C(C)=O.C=O
HOMO-LUMO gap: 8.901 eV

Atomic partial charges in e from the Löwdin method, atoms 1 to 2: atom 1 (C): 0.139, atom 2 (C): -0.111

Version 2
ORCA calculation (ωB97M-V with the def2-TZVPD basis set) on a single C9H13NO3 molecule.

Structure (ORCA input):
```
! RIJCOSX wB97M-V def2-TZVPD def2/J DEFGRID3
* xyz 0 1
C -2.659 -1.575 -0.986
C -2.709 -0.140 -0.475
N -2.294 0.747 -1.545
C -1.890 0.020 0.847
O -2.213 1.236 1.485
C -0.410 -0.150 0.590
C 0.177 -1.402 0.714
C 1.515 -1.594 0.421
C 2.302 -0.531 0.004
O 3.615 -0.717 -0.284
C 1.722 0.737 -0.106
O 2.545 1.763 -0.510
C 0.381 0.919 0.180
H -1.634 -1.858 -1.217
H -3.252 -1.652 -1.893
H -3.057 -2.260 -0.243
H -3.746 0.122 -0.229
H -2.361 1.721 -1.273
H -1.336 0.549 -1.817
H -2.222 -0.754 1.546
H -2.045 1.962 0.874
H -0.416 -2.237 1.050
H 1.973 -2.565 0.514
H 3.986 0.137 -0.545
H 2.055 2.591 -0.511
H -0.030 1.919 0.098
*
```

Output
SMILES: C[C@H](N)[C@H](O)c1ccc(O)c(O)c1
HOMO-LUMO gap: 8.759 eV

Atomic partial charges in e from the Löwdin method, atoms 1 to 2: atom 1 (C): -0.057, atom 2 (C): -0.398

Most stable: version 2. Least stable: version 1.

Version 1
ORCA calculation (ωB97M-V with the def2-TZVPD basis set) on 2 unconnected molecules or ions with the total composition H3S3.

Structure (ORCA input):
```
! RIJCOSX wB97M-V def2-TZVPD def2/J DEFGRID3
* xyz -1 1
S -1.166 -1.787 -0.828
H -2.435 -1.606 -0.857
S 1.940 1.493 1.333
S -0.838 0.312 -0.554
H 2.343 0.088 1.357
H 1.119 1.232 0.285
*
```

Output
HOMO-LUMO gap: 6.003 eV

Atomic partial charges in e from the Löwdin method, atoms 1 to 2: atom 1 (S): -0.048, atom 2 (H): -0.336

Version 2
ORCA calculation (ωB97M-V with the def2-TZVPD basis set) on 2 unconnected molecules or ions with the total composition H3S3.

Structure (ORCA input):
```
! RIJCOSX wB97M-V def2-TZVPD def2/J DEFGRID3
* xyz -1 1
S 1.808 0.323 -2.115
H 2.418 1.225 -1.328
S -1.300 -0.529 2.043
S 0.115 -0.102 -0.973
H -2.354 -1.034 1.407
H -0.687 0.117 0.967
*
```

Output
HOMO-LUMO gap: 5.928 eV

Atomic partial charges in e from the Löwdin method, atoms 1 to 2: atom 1 (S): -0.083, atom 2 (H): -0.280

Most stable: version 2. Least stable: version 1.

Version 1
ORCA calculation (ωB97M-V with the def2-TZVPD basis set) on a molecular structure, C5H9N3O.

Structure (ORCA input):
```
! RIJCOSX wB97M-V def2-TZVPD def2/J DEFGRID3
* xyz 0 1
C 0.227 -0.794 0.854
C -0.756 -1.133 -0.290
C -0.350 -0.280 -1.322
C -0.804 0.952 -2.228
C -0.354 1.051 -0.754
H 2.021 -1.573 3.322
H -0.406 -2.156 -0.806
H -1.934 -1.122 -0.105
H 0.550 -0.713 -1.696
H -0.130 1.009 -3.086
H -1.955 1.074 -2.452
H -1.021 1.520 0.184
H 0.964 2.235 0.358
H 1.131 0.577 2.130
N 0.172 -1.642 2.048
N 0.956 1.234 -0.111
N 0.591 0.429 0.927
O 1.100 -0.669 3.027
*
```

Output
HOMO-LUMO gap: 8.397 eV

Atomic partial charges in e from the Löwdin method, atoms 1 to 2: atom 1 (C): -0.352, atom 2 (C): -0.149

Version 2
ORCA calculation (ωB97M-V with the def2-TZVPD basis set) on a single C5H9N3O molecule.

Structure (ORCA input):
```
! RIJCOSX wB97M-V def2-TZVPD def2/J DEFGRID3
* xyz 0 1
C 0.788 -0.178 -1.167
C -0.956 -1.338 1.343
C 0.911 0.180 1.044
C 0.419 0.188 -2.613
C -0.321 1.922 -0.361
N 0.355 -0.962 1.529
N 0.407 0.594 -0.192
N -1.252 -2.355 2.072
O 1.860 0.698 1.606
H 1.166 0.994 -2.913
H -0.508 0.707 -2.875
H 0.618 -0.560 -3.378
H -0.818 2.177 0.648
H 0.443 2.599 -0.776
H -1.252 1.887 -1.015
H 0.958 -1.151 2.322
H -0.604 -2.829 2.723
H -2.214 -2.573 2.004
*
```

Output
HOMO-LUMO gap: 8.626 eV

Atomic partial charges in e from the Löwdin method, atoms 1 to 2: atom 1 (C): -0.065, atom 2 (C): -0.160

Version 3
ORCA calculation (ωB97M-V with the def2-TZVPD basis set) on a single C5H9N3O molecule.

Structure (ORCA input):
```
! RIJCOSX wB97M-V def2-TZVPD def2/J DEFGRID3
* xyz 0 1
H 2.565 1.009 -0.214
N 2.714 0.246 0.442
C 1.718 -0.092 1.115
N 1.703 -1.067 2.044
O 0.434 0.635 1.043
C -0.466 -0.198 0.508
N -0.843 -1.277 1.066
H -1.488 -1.838 0.522
C -0.937 0.267 -0.840
C -0.516 -0.390 -1.914
C -1.709 1.547 -0.866
H 0.784 -1.445 2.256
H 2.552 -1.594 2.156
H 0.031 -1.313 -1.841
H -0.823 -0.092 -2.905
H -1.902 1.863 -1.889
H -2.663 1.416 -0.349
H -1.155 2.323 -0.336
*
```

Output
SMILES: [H]/N=C(/N)O/C(=N/[H])C(=C)C
HOMO-LUMO gap: 10.245 eV

Atomic partial charges in e from the Löwdin method, atoms 1 to 2: atom 1 (H): 0.062, atom 2 (N): 0.152

Version 4
ORCA calculation (ωB97M-V with the def2-TZVPD basis set) on a single C5H9N3O molecule.

Structure (ORCA input):
```
! RIJCOSX wB97M-V def2-TZVPD def2/J DEFGRID3
* xyz 0 1
C 1.770 -0.844 0.871
C 0.619 -0.800 -1.423
C 0.531 -0.940 0.062
O -0.488 -1.598 0.598
H 2.210 -1.846 0.932
H 2.486 -0.159 0.417
H -0.369 -0.829 -1.881
H 1.203 -1.644 -1.810
H 1.131 0.125 -1.693
H 1.522 -0.499 1.876
C -1.025 0.922 0.523
N -1.084 1.707 -0.599
N -0.630 1.278 1.695
C -1.784 -0.509 0.393
N -2.888 -0.763 0.032
H -1.777 1.413 -1.277
H -0.998 2.705 -0.456
H -0.428 2.281 1.740
*
```

Output
HOMO-LUMO gap (alpha / beta): 7.382 / 7.381 eV

Atomic partial charges in e from the Löwdin method, atoms 1 to 2: atom 1 (C): -0.010, atom 2 (C): -0.009

Most stable: version 3. Least stable: version 1.

Version 1
ORCA calculation (ωB97M-V with the def2-TZVPD basis set) on 10 unconnected molecules or ions with the total composition H20O10.

Structure (ORCA input):
```
! RIJCOSX wB97M-V def2-TZVPD def2/J DEFGRID3
* xyz -1 2
O -3.576 1.757 -1.356
H -3.598 2.714 -1.354
H -2.832 1.535 -1.916
O 2.451 1.441 -2.331
H 1.687 1.078 -1.884
H 2.465 2.363 -2.073
O -2.089 0.651 0.877
H -2.561 -0.059 1.313
H -2.772 1.164 0.445
O 2.404 -3.494 -1.234
H 2.990 -3.824 -0.554
H 2.207 -2.596 -0.966
O -3.632 -1.482 -1.120
H -3.814 -1.205 -0.222
H -2.950 -0.883 -1.423
O -0.660 2.924 2.555
H -0.660 2.140 2.006
H -1.491 2.886 3.029
O 2.255 1.252 0.733
H 1.463 0.883 0.341
H 2.963 0.968 0.154
O 3.358 -1.271 0.448
H 3.814 -2.068 0.718
H 2.673 -1.152 1.106
O 0.105 0.364 -0.619
H 0.313 -0.539 -0.379
H -0.773 0.510 -0.268
O 0.250 -1.978 0.973
H 0.147 -1.312 1.653
H -0.139 -2.767 1.349
*
```

Output
HOMO-LUMO gap (alpha / beta): 2.926 / 10.572 eV

Atomic partial charges in e from the Löwdin method, atoms 1 to 2: atom 1 (O): -0.085, atom 2 (H): 0.032

Version 2
ORCA calculation (ωB97M-V with the def2-TZVPD basis set) on 10 unconnected molecules or ions with the total composition H20O10.

Structure (ORCA input):
```
! RIJCOSX wB97M-V def2-TZVPD def2/J DEFGRID3
* xyz -1 2
O 0.176 4.602 0.156
H -0.105 4.453 1.002
H 1.021 4.192 0.126
O 2.799 1.992 -0.398
H 3.765 2.252 -0.391
H 2.346 1.867 0.486
O -1.092 -4.092 1.089
H -1.643 -3.437 1.136
H -0.236 -4.074 0.627
O 0.505 1.228 -2.103
H -0.367 1.372 -2.334
H 1.188 1.934 -2.473
O -3.942 0.071 -0.229
H -3.152 -0.379 -0.440
H -3.739 0.343 0.794
O 1.148 -1.087 -1.126
H 0.738 -0.442 -1.374
H 1.623 -0.855 -0.346
O -0.743 0.211 0.960
H -0.311 -0.623 0.553
H -1.225 0.402 0.158
O 2.280 -1.691 1.771
H 2.831 -1.267 2.161
H 2.374 -2.497 2.100
O -2.304 1.324 3.113
H -2.143 0.453 3.343
H -1.888 1.335 2.201
O 0.856 -2.621 -3.385
H 0.771 -2.733 -2.465
H 0.686 -1.793 -3.641
*
```

Output
HOMO-LUMO gap (alpha / beta): 2.762 / 10.869 eV

Atomic partial charges in e from the Löwdin method, atoms 1 to 2: atom 1 (O): -0.047, atom 2 (H): -0.033

Most stable: version 1. Least stable: version 2.

Version 1
ORCA calculation (ωB97M-V with the def2-TZVPD basis set) on a single C6H10I2O molecule.

Structure (ORCA input):
```
! RIJCOSX wB97M-V def2-TZVPD def2/J DEFGRID3
* xyz 0 1
C -0.096 -1.863 -0.222
C 0.166 -0.334 0.086
C 0.028 -0.018 1.575
C 1.525 -0.009 -0.563
C -0.874 0.543 -0.674
I -0.693 0.742 -2.827
C -0.857 2.089 -0.223
O -0.130 2.982 -0.534
I -2.557 2.743 1.023
H -0.596 -2.180 -1.128
H -0.775 -2.270 0.705
H 0.901 -2.408 -0.074
H 0.155 1.107 1.707
H 0.804 -0.540 2.135
H -0.986 -0.262 1.839
H 1.674 -0.834 -1.392
H 1.830 0.863 -1.131
H 2.320 -0.369 0.162
H -1.838 0.021 -0.466
*
```

Output
SMILES: CC(C)(C)[C@H](I)C(=O)I
HOMO-LUMO gap: 9.428 eV

Atomic partial charges in e from the Löwdin method, atoms 1 to 2: atom 1 (C): -0.069, atom 2 (C): -0.657

Version 2
ORCA calculation (ωB97M-V with the def2-TZVPD basis set) on a molecular structure, C6H10I2O.

Structure (ORCA input):
```
! RIJCOSX wB97M-V def2-TZVPD def2/J DEFGRID3
* xyz 0 1
C 0.393 0.773 -0.244
C 1.422 -0.138 0.245
C -3.339 -0.501 0.444
C -1.157 0.711 0.009
C -1.852 -0.567 0.561
C 4.225 0.121 -0.572
O 0.864 -0.369 -0.932
I 5.042 -1.607 0.128
I 5.100 2.013 -0.205
H 0.676 1.652 -0.762
H 1.515 -0.962 0.926
H -3.676 -0.750 -0.652
H -3.828 0.493 0.672
H -3.779 -1.316 1.107
H -1.301 1.698 0.629
H -1.456 0.949 -1.059
H -1.536 -1.399 -0.155
H -1.505 -0.732 1.569
H 4.192 -0.068 -1.710
*
```

Output
HOMO-LUMO gap (alpha / beta): 6.975 / 8.281 eV

Atomic partial charges in e from the Löwdin method, atoms 1 to 2: atom 1 (C): -0.261, atom 2 (C): -0.065

Most stable: version 1. Least stable: version 2.

Version 1
ORCA calculation (ωB97M-V with the def2-TZVPD basis set) on a molecular structure, CH8O5.

Structure (ORCA input):
```
! RIJCOSX wB97M-V def2-TZVPD def2/J DEFGRID3
* xyz 0 1
O -0.630 -1.626 -1.056
C -1.392 -0.530 -1.363
O -1.029 0.616 -1.890
H -2.463 -1.065 -2.000
H 0.508 -0.965 -1.015
H 0.732 0.630 -0.392
H 1.954 0.067 -1.087
O 1.239 -0.138 -0.554
H 0.762 0.896 2.815
H 1.780 0.889 1.845
O 1.781 0.736 2.899
H -0.964 -0.115 1.471
H -0.937 0.920 0.525
O -0.489 0.653 1.353
*
```

Output
HOMO-LUMO gap: 10.270 eV

Atomic partial charges in e from the Löwdin method, atoms 1 to 2: atom 1 (O): -0.115, atom 2 (C): -0.387

Version 2
ORCA calculation (ωB97M-V with the def2-TZVPD basis set) on 4 unconnected molecules or ions with the total composition CH8O5.

Structure (ORCA input):
```
! RIJCOSX wB97M-V def2-TZVPD def2/J DEFGRID3
* xyz 0 1
O 1.826 0.967 -0.299
C 2.550 0.173 -0.836
O 2.115 -0.981 -1.346
H 3.637 0.284 -0.921
H 1.166 -0.954 -1.061
O -0.390 -1.668 -0.088
H -0.851 -1.186 0.640
H -0.977 -1.535 -0.833
O -2.514 -0.260 1.049
H -2.356 0.675 0.847
H -3.368 -0.551 0.744
O -0.701 1.618 0.683
H 0.033 1.041 0.963
H -0.169 2.376 0.458
*
```

Output
SMILES: O=CO.O.O.O
HOMO-LUMO gap: 11.574 eV

Atomic partial charges in e from the Löwdin method, atoms 1 to 2: atom 1 (O): 0.045, atom 2 (C): -0.377

Most stable: version 2. Least stable: version 1.